Entry from the Open Molecules 2025 dataset: a molecular structure, C5H11N2 in a non-equilibrium geometry (wB97M-V/def2-TZVPD).

CARTESIAN COORDINATES (ANGSTROEM)
C (-0.545, -1.200, -1.889)
C (0.485, 0.829, -1.217)
C (0.670, -1.141, -1.089)
C (-0.731, 1.206, 1.605)
C (-0.218, -0.188, 1.179)
N (0.517, -0.230, -2.207)
N (0.695, -0.079, 0.006)
H (-0.733, -2.027, -2.693)
H (-1.434, -0.855, -1.402)
H (1.330, 1.377, -1.577)
H (-0.493, 1.355, -1.177)
H (3.154, -1.027, -2.734)
H (-1.858, 0.979, 1.751)
H (-0.292, 1.536, 2.567)
H (-0.585, 1.952, 0.819)
H (-0.992, -0.869, 1.046)
H (0.385, -0.561, 2.085)
H (1.608, -0.018, 0.333)

As for the total charge: +1. Its energy is -306.06679 Eh. The calculation puts the energy above the lowest of the compared OMol25 structures with the same formula, charge and spin at 198.7 kcal/mol.